The following is a DFT calculation (ωB97M-V/def2-TZVPD) of a molecular structure, C38H55BIN12O6S2SbY.

The geometry in XYZ format:
```
117
Properties=species:S:1:pos:R:3:forces:R:3
Y 1.28522 -0.24814 0.50081 -0.363 0.063 0.207
C 1.90690 -4.37602 -3.24708 -0.018 0.015 -0.015
C 1.00515 -3.23661 -3.72571 0.024 -0.019 0.001
C 0.60286 -3.42503 -5.18738 -0.002 0.028 0.019
C -0.20160 -3.11424 -2.84335 0.034 -0.065 0.000
C -1.37469 -3.90037 -2.84217 0.014 0.008 -0.004
C -2.13250 -3.38838 -1.81590 -0.034 0.013 -0.047
N -1.45534 -2.35927 -1.26885 -0.004 -0.024 0.077
N -0.26001 -2.20305 -1.88529 -0.025 0.081 -0.039
B -1.64261 -1.48947 -0.03440 0.120 0.001 0.036
N -1.24200 -2.21583 1.26571 -0.040 0.045 0.100
C -1.84998 -3.19042 1.95438 -0.011 0.027 -0.004
C -1.16450 -3.37954 3.13411 0.041 -0.020 -0.007
C -0.10592 -2.45624 3.09093 -0.048 -0.001 0.019
N -0.16861 -1.75962 1.95545 0.027 -0.016 -0.096
C 0.91670 -2.18324 4.15234 -0.008 -0.064 0.009
C 0.24031 -1.65826 5.42166 0.030 0.013 -0.034
C 1.75980 -3.42092 4.46010 -0.024 -0.006 -0.029
N -3.03612 -0.85841 0.10302 -0.039 -0.062 0.010
C -4.25518 -1.39267 -0.09868 0.005 -0.008 -0.039
C -5.19987 -0.47351 0.29921 -0.022 0.035 -0.102
C -4.44503 0.63010 0.73989 0.006 -0.049 0.018
N -3.14569 0.37967 0.62604 0.007 0.017 0.017
C -4.92583 1.94999 1.27964 -0.042 -0.013 0.029
C -4.19084 3.10977 0.61248 -0.031 0.005 0.006
C -6.43519 2.10926 1.11350 0.045 -0.023 0.056
H 2.78704 -4.45875 -3.88888 0.003 -0.012 -0.003
H 1.36871 -5.32810 -3.27480 0.004 -0.009 -0.006
H 2.25411 -4.19740 -2.23059 0.010 0.005 0.010
H 1.56425 -2.30357 -3.62477 -0.017 -0.035 0.002
H 0.05554 -4.36175 -5.32277 -0.004 -0.008 -0.013
H 1.48911 -3.46220 -5.82378 0.003 -0.005 -0.004
H -0.03439 -2.60820 -5.53222 0.001 -0.003 -0.004
H -1.63190 -4.71786 -3.49473 0.010 0.000 -0.001
H -3.09739 -3.69963 -1.45120 0.012 0.006 -0.001
H -0.82786 -0.60096 -0.17868 -0.402 0.099 0.102
H -2.73142 -3.67651 1.56682 0.000 0.009 -0.007
H -1.38475 -4.08761 3.91481 0.004 -0.005 -0.004
H 1.57575 -1.40809 3.77629 0.025 0.033 -0.008
H -0.43389 -2.40848 5.84366 0.001 -0.003 0.007
H -0.34137 -0.75613 5.21950 0.001 0.010 0.010
H 0.99660 -1.41302 6.16911 -0.007 0.002 0.007
H 1.14713 -4.20178 4.92162 0.002 -0.001 0.007
H 2.55710 -3.15298 5.15615 -0.005 -0.019 0.020
H 2.21351 -3.82882 3.55685 -0.007 0.025 0.012
H -4.38108 -2.37339 -0.52341 -0.005 -0.001 0.010
H -6.26994 -0.57747 0.24213 0.001 0.003 0.022
H -4.70382 1.96705 2.35402 0.052 0.036 -0.025
H -4.50678 3.19211 -0.43117 0.018 0.008 -0.010
H -3.11412 2.95252 0.62428 0.062 0.001 0.038
H -4.41765 4.05418 1.11323 0.003 0.013 -0.016
H -6.71054 2.05622 0.05771 -0.007 0.010 -0.005
H -6.75706 3.07771 1.50105 -0.016 -0.003 -0.009
H -6.98464 1.33197 1.64695 -0.004 -0.004 -0.002
O 3.99872 -3.32767 -0.65124 -0.028 0.018 0.021
S 3.52035 -3.05215 0.67869 0.101 -0.192 -0.036
O 3.28790 -4.20330 1.51753 -0.067 0.065 0.039
O 2.34485 -2.15287 0.66154 0.149 -0.051 0.011
C 4.92353 -2.22420 1.49062 -0.070 0.052 -0.017
C 6.08084 -2.96682 1.21794 0.029 0.014 0.012
C 7.30542 -2.64863 1.76178 -0.008 -0.039 -0.026
C 7.41351 -1.55430 2.60746 0.001 0.039 0.030
C 6.29151 -0.80483 2.88047 0.004 -0.009 0.000
C 5.03758 -1.11813 2.33725 -0.066 -0.034 -0.025
S 3.85134 0.10410 2.94084 0.074 -0.166 0.088
O 4.44142 1.36614 2.54236 0.015 0.042 -0.011
O 3.74491 -0.12625 4.35834 -0.035 -0.001 -0.051
O 2.54438 -0.09300 2.26811 0.260 0.095 0.122
H 5.98795 -3.81194 0.55109 0.017 -0.003 -0.001
H 8.17185 -3.25274 1.52428 0.001 0.000 -0.002
H 8.36461 -1.28227 3.04713 0.000 -0.001 0.002
H 6.36210 0.05827 3.52800 0.026 -0.005 0.006
N 4.21830 2.39772 -0.08842 -0.077 -0.003 -0.191
C 3.01975 2.94711 -0.15201 0.120 0.076 0.028
N 2.90126 4.09646 -0.83315 -0.041 0.024 -0.056
C 1.77598 4.75179 -0.62180 0.072 -0.076 -0.039
N 1.56515 5.89632 -1.31487 -0.008 0.025 0.027
N 0.83114 4.40448 0.27282 -0.086 0.043 0.006
C 0.98388 3.18592 0.75758 0.013 -0.026 0.041
N 1.98737 2.35070 0.50844 0.029 -0.069 0.043
C -0.04026 2.72869 1.73703 -0.010 0.000 0.006
C -0.72492 3.67720 2.47914 -0.037 0.013 -0.053
C -1.59480 3.24704 3.46680 -0.011 -0.023 -0.033
C -1.77140 1.88848 3.64215 -0.034 0.003 -0.032
C -1.07076 1.01134 2.82853 -0.043 0.015 0.023
N -0.19458 1.41185 1.90887 0.056 -0.050 -0.111
H 4.95068 2.76465 -0.66647 -0.010 0.047 -0.017
H 4.39528 1.63281 0.54055 0.014 -0.091 0.189
H 2.16275 6.07399 -2.10245 -0.016 -0.008 0.004
H 0.63444 6.27329 -1.30938 -0.006 -0.001 -0.015
H -0.55051 4.72258 2.27409 -0.003 0.001 0.004
H -2.12562 3.96263 4.08170 -0.006 0.000 -0.002
H -2.44721 1.49368 4.38824 0.002 -0.003 0.000
H -1.21160 -0.05332 2.92549 0.019 -0.010 0.004
I 2.70072 -0.04519 -2.05319 0.346 0.165 -0.309
C -1.34823 4.64541 -3.29735 0.001 -0.033 0.035
C -1.62291 3.78514 -2.06791 0.008 -0.066 -0.029
Sb -0.86705 1.72643 -2.09156 -0.151 0.146 -0.187
C -2.75129 0.86362 -2.71829 0.038 0.015 0.003
C -3.41712 1.55742 -3.90129 0.048 -0.016 0.038
C -0.00478 1.75174 -4.07939 0.021 -0.101 0.069
C -0.06153 0.37328 -4.73716 0.017 0.036 0.071
H -1.73071 5.66272 -3.15906 0.010 -0.001 -0.010
H -1.82329 4.23971 -4.19193 0.002 0.009 0.000
H -0.27826 4.71852 -3.50465 0.003 -0.002 -0.024
H -2.69776 3.70295 -1.89525 -0.005 -0.013 0.015
H -1.19793 4.25065 -1.17987 0.006 0.018 0.063
H -3.40004 0.89679 -1.84229 0.000 -0.028 0.016
H -2.55525 -0.19039 -2.92925 -0.008 -0.004 0.006
H -3.65589 2.59712 -3.66516 -0.006 0.001 -0.022
H -4.35386 1.06078 -4.17060 -0.002 0.009 -0.010
H -2.77865 1.55960 -4.78678 -0.004 0.001 -0.009
H -0.51178 2.50032 -4.68893 -0.017 0.003 0.021
H 1.03544 2.05748 -3.95519 -0.005 0.030 -0.007
H -1.08765 0.01865 -4.85437 -0.010 -0.002 -0.013
H 0.47500 -0.36131 -4.13504 -0.025 0.001 -0.015
H 0.40000 0.39504 -5.72814 0.004 -0.017 -0.006
```
Forces are in eV/Å.

F_max = 0.0096 hartree/bohr
Net charge = -1
Frontier orbital gap = 7.2907 eV
Spin multiplicity = 1
Relative energy (zero: lowest compared OMol25 entry of this formula, charge and spin) = 0.0 kcal/mol
Highest occupied orbital energy = -0.199 hartree